Record 1
{"formula": "C4H14NO3", "method": "ωB97M-V with the def2-TZVPD basis set", "charge": -1, "lumo_ev": 3.460, "homo_ev": -3.294, "elements": ["C", "C", "N", "C", "C", "O", "H", "H", "H", "H", "H", "H", "H", "H", "H", "H", "H", "H", "O", "H", "H", "O"], "xyz": [[0.82582, -2.69385, 0.55617], [1.02781, -1.57647, -0.48920], [0.28577, -0.42986, 0.01465], [0.10487, 0.65784, -0.93311], [0.69782, 2.02383, -0.34409], [0.82218, 1.94917, 0.99061], [-0.12824, -2.64421, 1.09038], [0.98395, -3.67851, 0.09331], [1.49689, -2.51680, 1.41764], [0.60671, -1.93431, -1.42925], [2.13206, -1.56575, -0.65900], [0.68713, 0.06649, 0.82896], [0.57041, 0.61508, -1.91695], [-0.98996, 0.74476, -1.03653], [0.03380, 2.88867, -0.66932], [1.66123, 2.25379, -0.87107], [-0.44499, 3.13783, 2.37980], [0.40957, 3.82249, 1.56679], [-0.21374, 4.06507, 2.28017], [-3.73154, -1.51222, -1.74531], [-3.05884, -1.77056, -0.25935], [-3.77872, -1.90248, -0.86530]], "forces_ev_per_a": [[0.51, 0.05, 0.56], [-0.48, -0.98, 1.41], [1.04, 0.05, -1.19], [-0.75, 1.62, 0.29], [-0.57, 0.05, -0.01], [0.24, 0.15, 0.49], [-0.34, -0.05, -0.79], [0.07, 0.08, 0.48], [0.29, -0.37, -0.54], [-0.25, 0.29, -0.14], [-0.36, 0.81, 0.04], [0.18, -0.22, -0.01], [-0.01, -0.92, -0.20], [0.22, 0.38, -0.41], [0.07, -0.62, -0.11], [0.04, -0.31, 0.00], [-0.40, -0.43, 0.41], [0.27, 0.22, 0.01], [0.13, 0.16, -0.30], [0.91, 0.21, 0.72], [0.86, 0.68, -0.46], [-1.67, -0.84, -0.24]]}

---

Record 2
{"formula": "C12H22F3O6RuS5", "method": "ωB97M-V with the def2-TZVPD basis set", "multiplicity": 2, "lumo_ev": [-0.089, -0.713], "s_squared": 0.756, "homo_ev": [-8.567, -8.594], "elements": ["Ru", "C", "C", "S", "C", "C", "S", "C", "C", "S", "C", "C", "S", "H", "H", "H", "H", "H", "H", "H", "H", "H", "H", "H", "H", "H", "H", "H", "H", "C", "O", "H", "H", "H", "F", "C", "F", "F", "C", "O", "O", "C", "S", "O", "O", "O", "H", "H", "H"], "xyz": [[-0.26974, -0.50328, 0.77959], [-1.79898, 0.50486, -2.93740], [-2.41689, 1.84262, -2.54188], [-2.59494, 2.18282, -0.77520], [-4.00192, 1.18072, -0.26596], [-3.88039, -0.32737, -0.41502], [-2.60095, -1.11417, 0.60977], [-2.46704, -2.64574, -0.37174], [-1.23313, -3.46677, -0.03999], [0.35238, -2.58654, -0.14276], [0.70287, -2.52254, -1.91572], [-0.15075, -1.57989, -2.74198], [-0.32742, 0.05259, -1.96328], [-1.48153, 0.54980, -3.98179], [-2.52131, -0.30720, -2.86452], [-3.37448, 1.96324, -3.05363], [-1.76852, 2.65134, -2.88161], [-4.90327, 1.49739, -0.79634], [-4.14097, 1.44576, 0.78434], [-3.73206, -0.60838, -1.45326], [-4.81802, -0.78459, -0.08873], [-2.47231, -2.35749, -1.42156], [-3.35795, -3.24649, -0.17908], [-1.18832, -4.33938, -0.69346], [-1.26952, -3.81074, 0.99195], [0.63217, -3.53986, -2.30406], [1.74387, -2.21229, -1.93593], [-1.14560, -1.99719, -2.90147], [0.31246, -1.45349, -3.72209], [-1.12519, -1.26545, 3.42439], [-0.54097, -1.74830, 2.23411], [-1.18708, -2.10888, 4.11609], [-2.13118, -0.86107, 3.25974], [-0.51652, -0.47813, 3.87214], [4.27987, 1.31372, 0.95211], [3.98457, 0.03879, 1.26010], [3.98740, -0.06383, 2.59396], [4.96694, -0.73488, 0.78867], [2.62398, -0.33896, 0.62693], [2.60168, -0.57969, -0.56545], [1.65718, -0.30636, 1.45602], [1.34133, 2.57780, 2.49004], [-0.00377, 2.32416, 1.37161], [-0.73010, 3.55931, 1.32180], [-0.81141, 1.18351, 1.94769], [0.54967, 1.80423, 0.11608], [0.94453, 3.05158, 3.38476], [2.05128, 3.23768, 1.99545], [1.79945, 1.62061, 2.71648]], "forces_ev_per_a": [[-0.26, -0.37, 0.18], [-0.02, 0.02, 0.08], [0.00, -0.04, 0.06], [0.01, 0.01, -0.05], [0.00, -0.01, -0.04], [-0.06, 0.01, 0.02], [0.02, -0.11, -0.11], [-0.04, -0.01, 0.03], [-0.03, 0.05, 0.02], [0.00, 0.07, -0.01], [-0.02, 0.06, 0.03], [0.02, 0.01, 0.04], [0.04, -0.05, -0.08], [0.01, 0.03, 0.00], [-0.01, 0.01, -0.01], [0.00, -0.01, -0.01], [0.00, 0.01, 0.01], [0.00, 0.00, 0.00], [0.00, 0.01, 0.00], [0.03, 0.02, -0.01], [0.02, -0.03, 0.00], [0.00, -0.01, -0.01], [-0.01, 0.02, -0.01], [0.04, 0.00, 0.00], [0.01, 0.00, 0.00], [0.01, -0.01, 0.03], [0.06, 0.02, -0.01], [0.00, 0.00, -0.03], [-0.01, 0.01, -0.01], [-0.03, 0.01, -0.03], [0.14, 0.32, -0.02], [-0.04, 0.01, 0.01], [0.04, -0.02, 0.05], [0.02, -0.01, 0.01], [0.01, 0.01, 0.01], [0.00, -0.01, 0.00], [0.01, 0.00, 0.03], [0.02, 0.00, 0.00], [-0.05, 0.07, -0.07], [-0.01, -0.15, -0.09], [-0.11, -0.09, -0.06], [-0.01, 0.00, 0.02], [0.12, 0.03, 0.07], [-0.03, 0.02, -0.02], [-0.01, -0.12, -0.02], [0.10, 0.20, -0.02], [-0.01, -0.01, 0.00], [-0.01, 0.02, 0.01], [0.00, 0.00, 0.01]]}

---

Record 3
{"formula": "C18H25N3O4S", "method": "ωB97M-V with the def2-TZVPD basis set", "lumo_ev": 0.683, "smiles": "COc1ccc(OC)c(NC(=S)N2CCN(C(=O)[C@H]3CCCO3)CC2)c1", "homo_ev": -7.784, "elements": ["C", "O", "C", "C", "C", "C", "O", "C", "C", "N", "C", "S", "N", "C", "C", "N", "C", "O", "C", "C", "C", "C", "O", "C", "C", "C", "H", "H", "H", "H", "H", "H", "H", "H", "H", "H", "H", "H", "H", "H", "H", "H", "H", "H", "H", "H", "H", "H", "H", "H", "H"], "xyz": [[0.92608, 5.72182, -3.04782], [0.33205, 5.42777, -1.80737], [0.62787, 4.23876, -1.21098], [0.03450, 4.00562, 0.02780], [0.28746, 2.84273, 0.72677], [1.13264, 1.86791, 0.20733], [1.47512, 0.71162, 0.84611], [1.16421, 0.59689, 2.21616], [1.70003, 2.08311, -1.05760], [2.56727, 1.13221, -1.63889], [2.48872, -0.22140, -1.45878], [3.88472, -1.09674, -1.30208], [1.28569, -0.82569, -1.51201], [0.08979, -0.26054, -2.08886], [-1.08209, -0.36061, -1.10371], [-0.95761, -1.57114, -0.31181], [-1.27636, -1.52314, 0.99377], [-1.75415, -0.52158, 1.50192], [-1.00357, -2.79383, 1.82288], [-1.60427, -2.66406, 3.22249], [-3.01436, -3.20157, 2.99529], [-2.76389, -4.31334, 1.97872], [-1.61306, -3.93692, 1.23183], [-0.26127, -2.63771, -0.98999], [1.20367, -2.23888, -1.19867], [1.45759, 3.26401, -1.74951], [0.56456, 6.71215, -3.31968], [2.01836, 5.74342, -2.97623], [0.62610, 5.00428, -3.81875], [-0.61804, 4.75939, 0.43660], [-0.17859, 2.69842, 1.68745], [0.08611, 0.50936, 2.37591], [1.55604, 1.44653, 2.78345], [1.65450, -0.31687, 2.54910], [3.52170, 1.44431, -1.77114], [-0.14348, -0.81663, -3.00742], [0.25582, 0.78023, -2.35978], [-1.09101, 0.48594, -0.41279], [-2.03113, -0.36382, -1.65296], [0.08188, -2.95679, 1.84850], [-1.59837, -1.63090, 3.55983], [-1.05681, -3.28859, 3.92845], [-3.48508, -3.57038, 3.90318], [-3.63616, -2.41972, 2.55895], [-3.59614, -4.45637, 1.28429], [-2.55278, -5.26772, 2.47871], [-0.32832, -3.56068, -0.42011], [-0.75528, -2.80272, -1.95308], [1.65433, -2.83998, -1.99939], [1.78704, -2.41074, -0.28954], [1.93797, 3.39259, -2.70652]], "forces_ev_per_a": [[0.07, 0.04, -0.17], [-0.11, -0.07, 0.26], [-0.01, -0.10, 0.19], [0.07, 0.14, -0.24], [0.03, -0.14, 0.00], [0.23, 0.00, -0.17], [-0.03, 0.28, -0.36], [-0.13, 0.01, 0.33], [-0.27, 0.00, 0.41], [0.02, 0.34, -0.09], [0.01, -0.47, -0.31], [0.61, -0.20, 0.09], [0.26, 0.27, 0.04], [-0.32, 0.10, -0.14], [-0.09, 0.36, 0.05], [-0.04, 0.16, -0.23], [0.00, -0.37, 0.05], [-0.20, 0.22, 0.21], [0.15, 0.24, 0.31], [0.05, 0.01, -0.16], [0.09, -0.07, -0.18], [-0.36, -0.25, 0.26], [0.12, 0.10, -0.12], [0.29, -0.14, -0.04], [-0.07, -0.34, 0.05], [-0.10, 0.17, 0.00], [0.06, -0.07, -0.03], [-0.03, -0.02, -0.01], [0.02, 0.01, 0.03], [-0.09, 0.10, 0.06], [-0.05, -0.04, 0.11], [0.09, 0.03, 0.00], [0.04, -0.02, -0.01], [-0.02, 0.04, 0.03], [-0.14, -0.18, 0.08], [0.04, 0.11, 0.03], [-0.08, -0.15, -0.06], [0.00, -0.11, -0.17], [0.05, 0.06, 0.01], [-0.10, 0.00, 0.00], [0.04, -0.04, 0.03], [0.04, -0.02, -0.02], [-0.05, 0.00, 0.02], [-0.04, 0.01, 0.03], [0.06, -0.02, 0.08], [-0.06, 0.09, -0.06], [0.03, 0.06, -0.18], [-0.01, -0.09, 0.08], [0.00, 0.03, 0.12], [-0.08, -0.05, -0.10], [-0.01, 0.00, -0.13]]}